1.
Density functional theory data (ωB97M-V/def2-TZVPD) for one molecule with the formula C5H11N.

Properties
* total charge: 0
* frontier orbital gap: 9.63 eV
* lowest unoccupied orbital energy: 1.08 eV
* structure (SMILES): CN1CC1(C)C

Atoms and positions in Å:
N1 0.89523 0.56950 -0.07956
C1 0.41349 0.60914 1.28506
C2 -0.46614 0.13223 0.15801
C3 -0.83160 -1.30964 -0.19379
C4 -1.57847 1.07859 -0.24714
C5 1.99524 -0.25106 -0.54549
H1 2.07947 -1.29336 -0.18346
H2 -2.00671 0.82607 -1.22358
H3 0.34635 1.64528 1.64998
H4 -1.20867 2.10424 -0.27428
H5 1.95159 -0.27000 -1.64071
H6 0.70786 -0.09174 2.07013
H7 -0.15556 -2.06668 0.21037
H8 -2.38342 1.01920 0.49762
H9 2.91210 0.27482 -0.25596
H10 -1.85746 -1.56434 0.10228
H11 -0.80120 -1.38517 -1.29511

Calculated atomic charges, method Löwdin, unit e: -0.121, -0.093, -0.522, -0.038, -0.048, -0.105, 0.075, 0.076, 0.106, 0.079, 0.081, 0.108, 0.070, 0.084, 0.080, 0.079, 0.088


2.
Density functional theory data (ωB97M-V/def2-TZVPD) for one molecule with the formula C5H11N.

Properties
* total charge: 0
* frontier orbital gap: 10.43 eV
* lowest unoccupied orbital energy: 1.25 eV
* structure (SMILES): CCCN1CC1

Atoms and positions in Å:
N1 0.63320 1.18519 0.09096
C1 -1.81865 -1.67972 0.54093
C2 0.17047 -0.12947 0.50110
C3 1.14617 1.24359 -1.26322
C4 2.06122 1.33479 -0.09872
C5 -1.31738 -0.27796 0.21210
H1 -1.25846 -2.43120 -0.02814
H2 0.88602 2.12871 -1.83725
H3 -1.68971 -1.90527 1.60629
H4 -1.86554 0.47646 0.78893
H5 -1.49266 -0.04900 -0.84768
H6 0.73010 -0.93300 -0.01891
H7 2.47608 2.29532 0.19765
H8 1.16178 0.30771 -1.82507
H9 2.70014 0.47468 0.10515
H10 0.35666 -0.24272 1.57668
H11 -2.87944 -1.79810 0.29918

Calculated atomic charges, method Löwdin, unit e: -0.131, -0.122, -0.256, -0.156, -0.153, -0.257, 0.071, 0.099, 0.072, 0.110, 0.108, 0.117, 0.098, 0.104, 0.103, 0.124, 0.068


3.
Density functional theory data (ωB97M-V/def2-TZVPD) for one molecule with the formula C5H11N in a non-equilibrium geometry.

Properties
* total charge: 0
* frontier orbital gap: 10.27 eV
* lowest unoccupied orbital energy: 1.07 eV
* structure (SMILES): CC1(CN)CC1

Atoms and positions in Å:
N1 0.74738 -1.67966 -1.07011
C1 0.05328 1.22011 -0.95964
C2 -0.15966 0.21626 0.19177
C3 1.05891 0.98631 0.10531
C4 -0.17446 -1.27476 -0.04299
C5 -1.12054 0.71914 1.25362
H1 -1.19779 -1.62269 -0.35358
H2 1.90190 0.35429 -0.17409
H3 -1.23352 1.81249 1.16706
H4 0.14514 0.79193 -1.96906
H5 0.07261 -1.72409 0.93109
H6 -2.16010 0.34833 1.04797
H7 1.31504 1.69522 0.84188
H8 -0.48478 2.14444 -0.99635
H9 -0.79671 0.42295 2.29786
H10 1.64796 -1.96104 -0.64550
H11 0.38534 -2.44923 -1.62525

Calculated atomic charges, method Löwdin, unit e: -0.004, -0.078, -0.519, -0.137, -0.249, -0.060, 0.133, 0.100, 0.078, 0.100, 0.116, 0.086, 0.096, 0.085, 0.096, 0.087, 0.070


4.
Density functional theory data (ωB97M-V/def2-TZVPD) for a 2-piece molecular cluster, C5H11N overall in a non-equilibrium geometry.

Properties
* total charge: 0
* frontier orbital gap: 9.77 eV
* lowest unoccupied orbital energy: 1.06 eV
* structure (SMILES): CC1=CC1.CN

Atoms and positions in Å:
N1 2.94877 -0.52702 0.06565
C1 -1.27932 -0.87825 -1.01836
C2 1.61332 -0.45918 0.59501
C3 -2.50974 -0.39992 -0.32636
C4 -1.41060 0.32335 -0.09806
C5 -1.18106 1.74444 0.23092
H1 -1.06253 -0.72423 -2.07110
H2 1.50059 -0.68155 1.66170
H3 1.16202 0.57749 0.34595
H4 -2.04554 2.22017 0.69386
H5 0.98193 -1.10578 -0.00814
H6 -0.81826 -1.78521 -0.62470
H7 -0.86979 2.29023 -0.66006
H8 3.16664 -1.44903 -0.29397
H9 -3.44396 -0.88152 -0.14370
H10 3.64458 -0.10115 0.66603
H11 -0.39704 1.83718 0.98530

Calculated atomic charges, method Löwdin, unit e: -0.076, -0.156, -0.209, 0.001, -0.244, -0.076, 0.081, 0.074, 0.075, 0.080, 0.037, 0.064, 0.088, 0.057, 0.088, 0.058, 0.058


5.
Density functional theory data (ωB97M-V/def2-TZVPD) for one molecule with the formula C5H11N.

Properties
* total charge: 0
* frontier orbital gap: 10.08 eV
* lowest unoccupied orbital energy: 1.19 eV
* structure (SMILES): CC(C)N1CC1

Atoms and positions in Å:
N1 0.84090 -0.05155 -0.46233
C1 -1.26808 0.67865 -1.40745
C2 1.52256 -1.05126 0.33585
C3 1.99750 0.35259 0.30628
C4 -0.49550 0.46784 -0.10651
C5 -1.26860 -0.42607 0.86071
H1 -1.46373 -0.28037 -1.90081
H2 2.87906 0.64131 -0.26415
H3 -0.36536 1.45154 0.36775
H4 -2.22493 1.17871 -1.21774
H5 -1.27944 -1.46032 0.49752
H6 2.03380 -1.83175 -0.22556
H7 1.07821 -1.38573 1.27283
H8 -0.83123 -0.42206 1.86468
H9 1.83149 0.93303 1.21730
H10 -0.68058 1.29428 -2.09472
H11 -2.30605 -0.08884 0.95634

Calculated atomic charges, method Löwdin, unit e: -0.092, -0.077, -0.157, -0.149, -0.437, -0.077, 0.079, 0.098, 0.132, 0.074, 0.085, 0.100, 0.092, 0.071, 0.107, 0.074, 0.078


6.
Density functional theory data (ωB97M-V/def2-TZVPD) for one molecule with the formula C5H11N in a non-equilibrium geometry.

Properties
* total charge: 0
* frontier orbital gap: 9.83 eV
* lowest unoccupied orbital energy: 1.21 eV
* structure (SMILES): CC[C@H]1CN1C

Atoms and positions in Å:
N1 -1.39598 0.34382 -0.80521
C1 1.44051 -0.38255 -0.71168
C2 -2.57805 0.06013 0.03395
C3 -0.05475 -0.38957 -0.21181
C4 -0.47602 0.98966 0.05308
C5 2.31326 -0.45792 0.55130
H1 -3.05107 1.05727 0.11173
H2 2.12521 0.40392 1.20254
H3 -0.76178 1.35759 1.02106
H4 2.11673 -1.39037 1.10036
H5 -0.74914 -1.21750 0.05665
H6 -0.01686 1.73583 -0.57746
H7 -2.44363 -0.38503 1.05734
H8 1.69987 0.56235 -1.25560
H9 3.36058 -0.43111 0.24512
H10 -3.19837 -0.62046 -0.52737
H11 1.66949 -1.23607 -1.34399

Calculated atomic charges, method Löwdin, unit e: -0.119, -0.216, -0.147, -0.161, -0.263, -0.118, 0.093, 0.074, 0.104, 0.078, 0.132, 0.113, 0.094, 0.114, 0.068, 0.064, 0.090


7.
Density functional theory data (ωB97M-V/def2-TZVPD) for one molecule with the formula C5H11N in a non-equilibrium geometry.

Properties
* total charge: 0
* frontier orbital gap: 9.68 eV
* lowest unoccupied orbital energy: 1.17 eV
* structure (SMILES): C/C=C/CNC

Atoms and positions in Å:
N1 1.23716 -0.42335 -0.34854
C1 -2.71715 -0.07286 -0.71740
C2 -0.74862 0.27025 0.96944
C3 -1.49861 0.53499 -0.09996
C4 0.74368 0.24289 0.83572
C5 2.67680 -0.29887 -0.48566
H1 -2.36411 -0.84491 -1.40246
H2 2.91508 0.75604 -0.35485
H3 -1.01478 1.12669 -0.88545
H4 -3.43337 -0.52210 -0.03190
H5 -1.28878 -0.21624 1.77985
H6 3.20538 -0.86052 0.29099
H7 0.93399 -1.38634 -0.40196
H8 -3.24492 0.63507 -1.35527
H9 1.17160 -0.13814 1.78099
H10 3.01425 -0.55553 -1.48868
H11 1.17414 1.25594 0.82342

Calculated atomic charges, method Löwdin, unit e: -0.135, -0.103, -0.118, -0.181, -0.286, -0.141, 0.079, 0.072, 0.102, 0.069, 0.096, 0.075, 0.108, 0.066, 0.110, 0.074, 0.113


8.
Density functional theory data (ωB97M-V/def2-TZVPD) for one molecule with the formula C5H11N in a non-equilibrium geometry.

Properties
* total charge: 0
* frontier orbital gap: 9.41 eV
* lowest unoccupied orbital energy: 1.13 eV
* structure (SMILES): C=C(N)CCC

Atoms and positions in Å:
N1 -0.34004 -0.39409 -2.30628
C1 1.58797 -0.15033 2.20472
C2 0.58612 -0.11365 -0.02797
C3 -1.80107 0.59612 -0.58564
C4 -0.60374 0.04215 -0.94378
C5 0.31844 0.15697 1.41787
H1 2.39045 0.30942 1.64941
H2 1.54819 0.18296 3.17891
H3 -1.95029 0.71774 0.47967
H4 -0.46459 -0.51066 1.77159
H5 -2.65717 0.84026 -1.18198
H6 0.92941 -1.16207 -0.08680
H7 1.33288 0.59300 -0.41887
H8 1.84443 -1.20507 2.19170
H9 -0.07827 1.20447 1.58940
H10 -0.89240 0.04792 -3.08378
H11 -0.14870 -1.44694 -2.33653

Calculated atomic charges, method Löwdin, unit e: 0.015, -0.107, -0.212, 0.039, -0.399, -0.293, 0.069, 0.041, 0.034, 0.107, 0.042, 0.126, 0.130, 0.076, 0.130, 0.094, 0.109


9.
Density functional theory data (ωB97M-V/def2-TZVPD) for one molecule with the formula C5H11N.

Properties
* total charge: 0
* frontier orbital gap: 10.05 eV
* lowest unoccupied orbital energy: 1.21 eV
* structure (SMILES): C[C@@H]1[C@H](C)N1C

Atoms and positions in Å:
N1 -0.36001 -0.50647 0.40427
C1 0.72312 -0.48515 -0.52658
C2 -0.63731 1.88831 0.04968
C3 -0.42097 0.51900 -0.59336
C4 2.11964 -0.17050 -0.05205
C5 -1.37636 -1.50606 0.58510
H1 2.60600 -1.04104 0.40646
H2 -1.19516 2.56938 -0.59965
H3 -1.53542 -2.20434 -0.25383
H4 -2.31460 -0.97016 0.77312
H5 0.26261 2.39607 0.40571
H6 2.09391 0.63346 0.68668
H7 2.73555 0.14602 -0.90228
H8 -1.13192 -2.07578 1.48641
H9 0.70700 -1.27122 -1.30012
H10 -1.26125 1.70341 0.93351
H11 -1.01481 0.37506 -1.50306

Calculated atomic charges, method Löwdin, unit e: -0.144, -0.294, -0.052, -0.294, -0.059, -0.090, 0.074, 0.064, 0.081, 0.083, 0.066, 0.071, 0.075, 0.077, 0.137, 0.074, 0.130


10.
Density functional theory data (ωB97M-V/def2-TZVPD) for an isolated ion of composition C5H11N and charge +1 in a non-equilibrium geometry.

Properties
* total charge: +1
* multiplicity: 2
* frontier orbital gap (spin up / spin down): 10.17 / 4.80 eV
* lowest unoccupied orbital energy (spin up / spin down): -3.31 / -8.47 eV

Atoms and positions in Å:
N1 1.91207 1.21625 -1.34711
C1 -1.02183 -0.89779 1.06180
C2 -1.44409 -0.47145 2.43102
C3 0.68264 0.67096 -1.80324
C4 -0.16235 -0.19299 0.31426
C5 0.30374 -0.57741 -1.05579
H1 0.24491 0.69706 0.80163
H2 -0.10160 1.43680 -1.73151
H3 -1.44574 -1.78211 0.58471
H4 2.20608 2.18571 -1.45246
H5 -2.38588 -0.97937 2.67365
H6 1.10610 -1.31716 -1.08678
H7 -1.69013 0.59192 2.46587
H8 0.77253 0.49362 -2.89093
H9 -0.78609 -0.78454 3.24158
H10 -0.51718 -0.99736 -1.63928
H11 2.32682 0.70785 -0.56742

Calculated atomic charges, method Löwdin, unit e: 0.300, -0.118, -0.083, -0.200, -0.130, -0.190, 0.114, 0.167, 0.122, 0.165, 0.082, 0.133, 0.087, 0.176, 0.089, 0.134, 0.153


11.
Density functional theory data (ωB97M-V/def2-TZVPD) for a 2-piece molecular cluster, C5H11N2 overall in a non-equilibrium geometry.

Properties
* total charge: +1
* frontier orbital gap: 9.67 eV
* lowest unoccupied orbital energy: -3.71 eV

Atoms and positions in Å:
N1 0.57527 1.10533 1.23436
N2 0.28879 0.86687 -1.50362
C1 -0.86701 -1.34405 -1.40332
C2 -0.56870 0.27563 1.75267
C3 1.23072 0.43882 -2.28266
C4 -0.24778 -0.58787 2.73316
C5 -0.82191 0.01896 -1.38320
H1 0.45205 1.09660 0.16696
H2 -1.84846 -1.80343 -1.21586
H3 -0.92496 -1.36957 3.12477
H4 -0.07533 -1.98440 -1.72636
H5 0.78456 -0.69815 2.99903
H6 -1.76713 0.56154 -1.38757
H7 2.18815 0.90970 -2.33631
H8 -1.43750 0.25709 1.10547
H9 1.49077 0.62811 1.51398
H10 1.01826 -0.40662 -2.96589
H11 0.53019 2.03544 1.57438

Calculated atomic charges, method Löwdin, unit e: 0.167, -0.062, 0.056, -0.129, 0.057, 0.075, -0.278, 0.085, 0.078, 0.096, 0.056, 0.065, 0.115, 0.081, 0.100, 0.192, 0.104, 0.142


12.
Density functional theory data (ωB97M-V/def2-TZVPD) for a 2-piece molecular cluster, C5H11N2 overall in a non-equilibrium geometry.

Properties
* total charge: +1
* frontier orbital gap: 5.11 eV
* lowest unoccupied orbital energy: -7.15 eV

Atoms and positions in Å:
N1 0.20819 -2.45176 -0.80730
N2 0.01532 1.81101 2.10473
C1 1.07623 -2.83057 -1.71128
C2 -0.58872 1.06935 -0.15706
C3 0.14578 2.02644 0.86796
C4 -1.71635 0.26821 0.52433
C5 0.72387 0.54096 -0.02946
H1 0.96504 -0.07686 0.81622
H2 -1.60616 0.37048 1.60114
H3 -2.72382 0.61931 0.31788
H4 0.48421 3.00050 0.51595
H5 1.46141 0.63404 -0.82381
H6 -1.64842 -0.79232 0.29010
H7 0.76664 -1.51011 -1.07845
H8 -1.02515 1.58475 -1.00525
H9 0.70361 -3.35623 -2.61480
H10 0.69982 2.35887 2.63660
H11 2.05850 -3.26605 -1.44749

Calculated atomic charges, method Löwdin, unit e: -0.006, 0.234, -0.106, -0.257, -0.191, -0.021, 0.155, 0.123, 0.075, 0.097, 0.153, 0.137, 0.075, 0.064, 0.161, 0.082, 0.125, 0.100


13.
Density functional theory data (ωB97M-V/def2-TZVPD) for C5H11N2 as an isolated structure in a non-equilibrium geometry.

Properties
* total charge: +1
* frontier orbital gap: 11.56 eV
* lowest unoccupied orbital energy: -4.02 eV

Atoms and positions in Å:
N1 -1.99938 0.15177 0.57711
N2 1.08471 0.46402 -0.47110
C1 -2.77331 -0.80549 1.15923
C2 2.39194 0.40452 -0.20932
C3 3.24244 0.87933 -1.41427
C4 -0.02612 0.60127 -0.78174
C5 -2.21111 1.37020 0.84026
H1 -2.98716 -1.60556 0.35816
H2 2.65601 1.17945 0.61322
H3 -1.12998 0.14072 -0.22754
H4 -3.68062 -0.44764 1.48139
H5 4.32984 0.87634 -1.15990
H6 2.66509 -0.64488 -0.06687
H7 3.03784 0.20752 -2.23657
H8 2.83388 1.75472 -1.75890
H9 -2.74105 1.67164 1.69614
H10 -2.26306 -1.28514 1.96108
H11 -1.60612 2.04115 0.29934

Calculated atomic charges, method Löwdin, unit e: -0.084, 0.035, -0.066, -0.250, -0.049, 0.193, 0.131, 0.150, 0.176, 0.007, 0.075, 0.111, 0.143, 0.081, 0.046, 0.116, 0.105, 0.082


Quick rundown of relative energy (zero: lowest compared OMol25 entry of this formula, charge and spin), same order as above: 1.414; 1.238; 1.160; 3.710; 1.354; 3.226; 1.708; 1.056; 1.524; 2.099; 2.781; 8.335; 3.353 eV